[1]
ORCA calculation (wB97M-V/def2-TZVPD) on C27H73CuF3KN8O13PS2 as an isolated structure in a non-equilibrium geometry.

Computed properties:
HOMO level (spin up / spin down) in eV: -9.7 / -9.6
⟨S²⟩: 2.027
Frontier orbital gap (spin up / spin down) in hartree: 0.251 / 0.054

The geometry in ORCA input format:
```
! wB97M-V def2-TZVPD RIJCOSX def2/J DEFGRID3
* xyz 1 3
K 4.0616 1.9512 0.8436
Cu 1.6844 4.6889 -2.4235
S 4.3168 5.2744 -0.3696
O 3.9940 6.0410 0.7925
O 5.0035 6.1627 -1.3206
O 5.0925 4.1870 0.0473
O 3.1291 4.7144 -0.9667
C -0.9785 1.3809 -0.5316
F -2.1030 1.8799 -0.3098
F -0.8366 0.2730 0.1875
F -0.8227 1.0880 -1.8261
S 0.3786 2.6373 0.0917
O 0.9699 3.1709 -1.1526
O -0.2001 3.5361 1.1294
O 1.3978 1.8301 0.8215
O 4.7846 -0.2808 2.4280
P 4.4525 -1.6352 2.9653
N 2.8105 -1.9992 3.3349
C 2.3344 -3.3693 3.7604
C 1.7747 -1.0549 3.2353
N 5.4654 -2.0232 4.3329
C 5.9815 -0.9216 5.0941
C 5.4170 -3.2979 5.0496
N 4.8795 -2.8499 1.8453
C 6.3762 -3.1092 1.6064
C 4.2785 -2.6536 0.6010
H 2.6829 -3.5769 4.7720
H 2.7877 -4.2036 3.2250
H 1.2652 -3.5610 3.6690
H 1.1923 -0.9616 4.1519
H 1.0712 -1.3748 2.4667
H 2.1270 -0.0544 2.9842
H 5.9537 0.0151 4.5374
H 5.3462 -0.6311 5.9307
H 6.9378 -1.1308 5.5735
H 6.4118 -3.7355 5.1328
H 5.1638 -3.0419 6.0784
H 4.8001 -4.1022 4.6490
H 7.0012 -2.6439 2.3686
H 6.6393 -4.1667 1.5840
H 6.6254 -2.6260 0.6616
H 3.2946 -2.1873 0.6530
H 4.3073 -3.6074 0.0742
H 4.7372 -1.8743 -0.0076
C -0.7997 7.3136 1.5647
C 0.4675 6.8377 2.4047
C 0.2122 5.9367 3.6574
O -0.9384 6.3650 4.3812
C -1.0571 6.0359 5.6916
N 1.2063 6.0253 1.3978
H -1.3016 6.4929 1.0522
H -0.4497 8.0222 0.8140
H -1.4517 7.9629 2.1490
H 1.0674 7.7344 2.5602
H 1.1089 6.0937 4.2568
H 0.0795 4.8800 3.4255
H -1.9775 6.2755 6.2240
H -0.2490 6.5056 6.2523
H -1.0323 4.9486 5.7651
H 0.6617 5.1811 1.2936
H 2.1639 5.7090 1.4530
C 2.7280 -0.8419 -4.0026
C 2.0515 -0.2658 -2.7168
C 2.0353 -1.3174 -1.6549
O 1.4136 -2.4706 -2.2386
C 1.7945 -3.7967 -1.8520
N 2.7426 0.9629 -2.3371
H 3.7791 -0.5536 -4.0175
H 2.2698 -0.4220 -4.8981
H 2.6581 -1.9271 -4.0778
H 0.9848 -0.1265 -2.8923
H 1.5022 -0.9877 -0.7632
H 3.0470 -1.5647 -1.3335
H 1.3595 -4.0875 -0.8958
H 2.8833 -3.7906 -1.8022
H 1.5262 -4.4175 -2.7069
H 3.0787 1.2991 -3.2283
H 2.0561 1.6582 -2.0814
C -0.9380 0.0595 -5.6558
C -2.0856 -0.5214 -4.9201
C -3.4456 -0.0220 -5.2638
O -3.6381 1.3583 -5.2836
C -3.7522 1.9148 -3.9729
N -2.2477 -1.9651 -5.2502
H -1.0047 1.0757 -6.0443
H -0.6155 -0.4916 -6.5392
H -0.0225 0.0895 -5.0650
H -1.8484 -0.2384 -3.8945
H -4.3190 -0.4584 -4.7793
H -3.6838 -0.2084 -6.3110
H -2.8345 1.8972 -3.3849
H -4.5245 1.6486 -3.2513
H -3.9070 2.9921 -4.0334
H -3.1890 -2.2956 -5.0923
H -1.5459 -2.5349 -4.7999
C -3.9249 -3.3740 -2.4231
C -2.6637 -3.3430 -1.5993
C -2.2953 -4.8120 -1.3324
O -1.6584 -4.8487 -0.1039
C -1.5841 -6.1082 0.5235
N -1.5929 -2.5506 -2.3497
H -4.6991 -3.7056 -1.7311
H -3.8262 -4.0347 -3.2844
H -4.3000 -2.3851 -2.6866
H -2.8815 -2.8279 -0.6637
H -1.6574 -5.2540 -2.0978
H -3.2078 -5.4058 -1.2788
H -0.9351 -6.6774 -0.1420
H -2.5646 -6.5811 0.5785
H -1.1771 -6.1033 1.5347
H -0.6513 -2.8740 -2.1797
H -1.5578 -1.6049 -1.9969
C -6.4694 -0.9942 1.8019
C -5.6228 -0.0696 0.9141
C -6.3721 1.2465 0.4889
O -7.4223 0.9645 -0.4615
C -6.8689 0.4772 -1.7795
N -4.3967 0.1226 1.5340
H -7.4648 -1.0705 1.3643
H -6.7236 -0.5662 2.7716
H -6.0406 -1.9693 2.0331
H -5.3461 -0.5319 -0.0334
H -5.6958 1.9831 0.0551
H -6.6492 1.8207 1.3730
H -6.9067 -0.6104 -1.8412
H -5.8061 0.6968 -1.8807
H -7.3640 0.9222 -2.6426
H -3.8220 0.6731 0.9121
H -3.8581 -0.7317 1.5501
*
```

=====

[2]
ORCA calculation (wB97M-V/def2-TZVPD) on C21H27N4O2SbSe4SiY as an isolated structure in a non-equilibrium geometry.

Computed properties:
Energy above the lowest of the compared OMol25 structures with the same formula, charge and spin in kJ/mol: 89.3
HOMO level in eV: -3.9
Frontier orbital gap in hartree: 0.198

The geometry in ORCA input format:
```
! wB97M-V def2-TZVPD RIJCOSX def2/J DEFGRID3
* xyz -1 1
Y 0.5862 0.1224 -0.6628
O -3.4981 -3.4261 3.4515
C -3.5123 -3.5552 2.0545
C -2.2226 -3.1490 1.4019
C -2.0405 -3.3041 0.0328
C -0.8858 -2.8333 -0.5518
N 0.0827 -2.2078 0.1279
C -0.0922 -2.0721 1.4535
C -1.2065 -2.5359 2.1235
C 0.9629 -1.3555 2.2213
C 1.4713 -1.9567 3.3642
C 2.4024 -1.2738 4.1292
C 2.9311 -1.8410 5.4203
O 2.0769 -1.5493 6.5149
C 2.7951 -0.0123 3.6939
C 2.2812 0.4864 2.5113
N 1.3896 -0.1700 1.7676
H -3.6681 -2.4786 3.6309
H -4.2923 -2.9399 1.5854
H -3.7229 -4.6003 1.8071
H -2.8133 -3.7441 -0.5821
H -0.7357 -2.9292 -1.6200
H -1.3317 -2.3626 3.1820
H 1.1147 -2.9357 3.6559
H 3.9451 -1.4663 5.5990
H 2.9749 -2.9284 5.3649
H 1.8745 -0.6075 6.5145
H 3.5131 0.5721 4.2556
H 2.5810 1.4581 2.1471
C 3.7193 2.7471 0.0588
C 2.9526 2.8376 -1.2278
C 3.2063 3.8471 -2.1248
C 2.4054 3.9314 -3.2734
C 1.4381 2.9990 -3.5095
C 1.2582 1.9267 -2.5916
N 1.9899 1.9195 -1.4295
N 0.4211 0.8936 -2.7538
Si -1.0469 0.8951 -3.7141
C -0.6514 1.0483 -5.5569
C -1.8018 -0.8004 -3.4645
C -2.1876 2.2965 -3.2288
H 4.6442 3.3187 0.0018
H 3.9626 1.7104 0.2947
H 3.1209 3.1576 0.8754
H 3.9898 4.5651 -1.9293
H 2.5613 4.7363 -3.9819
H 0.8223 3.0360 -4.3960
H 0.1857 0.4085 -5.8470
H -0.4216 2.0707 -5.8637
H -1.5266 0.7321 -6.1314
H -1.0142 -1.5506 -3.3378
H -2.3844 -1.0968 -4.3401
H -2.4640 -0.8281 -2.5942
H -2.3548 2.9868 -4.0596
H -1.7890 2.8584 -2.3821
H -3.1566 1.9133 -2.9012
Se -3.5153 -0.1089 3.3331
Sb -4.0326 0.6068 1.0570
Se -1.5342 0.7911 0.0830
Se -4.8690 2.8370 0.7967
Se -4.8885 -1.0902 -0.4556
*
```

=====

[3]
ORCA calculation (wB97M-V/def2-TZVPD) on C46H64ClN5O2Ti as an isolated structure in a non-equilibrium geometry.

Computed properties:
Energy above the lowest of the compared OMol25 structures with the same formula, charge and spin in kJ/mol: 182.5
HOMO level in eV: -12.9
Frontier orbital gap in hartree: 0.252

The geometry in ORCA input format:
```
! wB97M-V def2-TZVPD RIJCOSX def2/J DEFGRID3
* xyz 2 1
Ti -1.0602 2.0123 1.1258
C -1.9602 1.3996 4.0621
C -1.8313 0.0890 3.3121
N -0.7462 0.2190 2.3066
C 0.6064 0.1036 2.9172
C 1.2939 1.4351 2.9978
C 2.5110 1.6238 3.6293
C 3.0774 2.8885 3.6089
C 2.4236 3.9288 2.9604
C 1.2143 3.6645 2.3506
C 0.4453 4.6896 1.5584
N -0.9592 4.2634 1.3229
C -1.8980 4.7580 2.3737
C -1.8811 3.8237 3.5661
N -2.1497 2.4667 3.0591
N 0.6663 2.4438 2.3863
H -1.0480 1.6156 4.6242
H -2.7872 1.3660 4.7747
H -2.7549 -0.1338 2.7789
H -1.6233 -0.7439 3.9873
H -0.8138 -0.5453 1.6187
H 1.2067 -0.5729 2.3075
H 0.5286 -0.3400 3.9132
H 3.0042 0.7980 4.1232
H 4.0266 3.0654 4.0962
H 2.8486 4.9225 2.9272
H 0.9319 4.8257 0.5892
H 0.4657 5.6567 2.0668
H -1.2486 4.6726 0.4366
H -2.8972 4.7779 1.9363
H -1.6329 5.7764 2.6648
H -2.6262 4.1342 4.3027
H -0.9070 3.8248 4.0591
H -3.1326 2.4413 2.7729
C 3.1551 -1.1263 -4.8712
C 1.6444 -0.9146 -5.0503
C 0.9455 -2.2764 -5.1598
C 1.4065 -0.1356 -6.3428
C 1.1139 -0.1759 -3.8266
C 1.2280 -0.7627 -2.5647
C 0.7624 -0.1068 -1.4501
N 0.8557 -0.6803 -0.1496
C 1.5950 -1.9048 0.0422
C 2.8439 -2.4616 -0.0136
C 2.8820 -3.8222 0.3550
C 1.7038 -4.4830 0.7150
C 0.4145 -3.9129 0.7419
C 0.4607 -2.5949 0.3695
O -0.3985 -1.4908 0.1470
C -0.8214 -4.6800 1.1739
C -0.7364 -4.9198 2.6870
C -2.0813 -3.8684 0.8618
C -0.9034 -6.0249 0.4449
C 4.2072 -4.5843 0.2727
C 4.3573 -5.1027 -1.1665
C 5.3911 -3.6630 0.5953
C 4.2413 -5.7744 1.2381
C 0.1674 1.1625 -1.5580
O -0.2688 1.6859 -0.3581
C 0.0189 1.7840 -2.7878
C 0.5069 1.0653 -3.8923
C -0.6382 3.1360 -3.1000
C -1.9312 2.8819 -3.8875
C -0.9901 3.9620 -1.8598
C 0.3241 3.9904 -3.9426
H 3.5667 -1.6239 -5.7496
H 3.3733 -1.7507 -4.0032
H 3.6731 -0.1737 -4.7463
H 1.3153 -2.8125 -6.0341
H -0.1336 -2.1560 -5.2674
H 1.1327 -2.9020 -4.2862
H 1.8019 -0.7045 -7.1838
H 1.9146 0.8305 -6.3351
H 0.3435 0.0272 -6.5299
H 1.6711 -1.7422 -2.4445
H 3.7300 -1.9160 -0.3005
H 1.7788 -5.5228 0.9971
H -0.7007 -3.9718 3.2312
H 0.1563 -5.4889 2.9473
H -1.6080 -5.4785 3.0304
H -2.0945 -2.9272 1.4202
H -2.9681 -4.4328 1.1503
H -2.1581 -3.6371 -0.2015
H -0.0654 -6.6749 0.6941
H -0.9164 -5.8851 -0.6367
H -1.8175 -6.5452 0.7327
H 4.3215 -4.2799 -1.8834
H 3.5607 -5.8061 -1.4134
H 5.3137 -5.6140 -1.2863
H 5.5734 -2.9367 -0.1979
H 6.2998 -4.2552 0.6972
H 5.2376 -3.1224 1.5313
H 3.5502 -6.5640 0.9433
H 4.0053 -5.4710 2.2596
H 5.2390 -6.2126 1.2400
H 0.3862 1.5195 -4.8631
H -2.6464 2.3072 -3.2946
H -1.7387 2.3268 -4.8048
H -2.3954 3.8306 -4.1614
H -1.7537 3.4684 -1.2584
H -1.3898 4.9260 -2.1781
H -0.0943 4.1439 -1.2569
H 0.4748 3.5860 -4.9414
H 1.3004 4.0753 -3.4626
H -0.0874 4.9932 -4.0630
Cl -7.7592 4.2862 2.5780
C -6.4070 3.4364 1.9288
C -6.1129 2.1581 2.3775
C -5.0190 1.4821 1.8532
C -4.1970 2.0632 0.8847
C -2.9609 1.3943 0.3836
C -4.5357 3.3434 0.4350
C -5.6276 4.0282 0.9436
H -6.7471 1.6903 3.1175
H -4.8268 0.4680 2.1852
H -2.8629 1.5493 -0.6956
H -3.0083 0.3060 0.5179
H -3.9491 3.8046 -0.3545
H -5.8874 5.0108 0.5745
*
```